[1]
Entry from the Open Molecules 2025 dataset: a gas-phase ion, C2H10N4O (charge +2) at a distorted geometry (the ωB97M-V functional and the def2-TZVPD basis).

Element x y z (Å)
C -0.593 -0.338 0.965
C 0.608 -0.557 -2.234
N -1.667 -0.883 0.461
N -0.354 -0.289 2.262
N 0.365 0.179 0.065
N 0.928 1.477 0.283
O -0.231 0.136 -1.327
H 0.679 -1.617 -1.992
H 1.601 -0.110 -2.312
H 0.096 -0.433 -3.193
H -2.345 -1.386 1.025
H -1.858 -0.816 -0.538
H -1.021 -0.716 2.899
H 0.554 -0.105 2.676
H 0.442 2.190 -0.311
H 1.929 1.475 0.001
H 0.867 1.794 1.270

Cartesian forces (eV/Å) of the 2 atoms listed first:
C -0.23 0.23 0.09
C 0.85 -0.66 -0.80

The molar mass is 106.13 g/mol. The HOMO energy comes out at -20.2 eV. Its energy relative to the best compared isomer or geometry (same formula, charge and spin) is 64.5 kJ/mol. As for the charge: +2. The spin multiplicity is 1. Its structure (SMILES) is CO[N+]([NH3+])=C(N)N. Its largest force on an atom is 3.4 eV Å⁻¹.

natural (NBO) analysis output, partial charges in e:
1 C 0.647
2 C -0.280
3 N -0.682
4 N -0.736
5 N -0.022
6 N -0.532
7 O -0.344
8 H 0.218
9 H 0.202
10 H 0.263
11 H 0.459
12 H 0.472
13 H 0.461
14 H 0.447
15 H 0.480
16 H 0.479
17 H 0.469



[2]
Entry from the Open Molecules 2025 dataset: 4 unconnected molecules or ions with the total composition C2H10N4O at a distorted geometry (the ωB97M-V functional and the def2-TZVPD basis).

Element x y z (Å)
C 5.967 0.693 0.742
C -18.415 -0.188 -1.008
N 5.404 1.769 0.452
N -18.281 -1.369 -0.166
N 4.152 2.135 0.185
N -18.656 0.900 -1.573
O 7.136 0.847 1.322
H 5.403 -0.308 0.892
H -17.626 -2.056 -0.498
H -18.237 1.805 -1.474
H 1.916 -3.779 -18.983
H 6.049 2.602 0.506
H -19.118 -1.517 0.339
H 3.474 1.322 0.085
H 4.041 3.020 -0.320
H 1.535 -3.179 -19.440
H 7.529 0.031 1.731

Cartesian forces (eV/Å) of the 2 atoms listed first:
C -0.64 -3.86 2.63
C -0.75 2.17 0.62

The molar mass is 106.13 g/mol. The HOMO energy comes out at -15.1 eV. Its energy relative to the best compared isomer or geometry (same formula, charge and spin) is 53.2 kJ/mol. As for the charge: +2. The spin multiplicity is 1. Its largest force on an atom is 8.7 eV Å⁻¹.

natural (NBO) analysis output, partial charges in e:
1 C 0.444
2 C 0.773
3 N -0.273
4 N -0.730
5 N -0.609
6 N -0.457
7 O -0.627
8 H 0.225
9 H 0.469
10 H 0.484
11 H -0.001
12 H 0.447
13 H 0.461
14 H 0.419
15 H 0.430
16 H 0.001
17 H 0.543



[3]
Entry from the Open Molecules 2025 dataset: a gas-phase ion, C2H10N4S2 (charge +2) at a distorted geometry (the ωB97M-V functional and the def2-TZVPD basis).

Element x y z (Å)
C 2.439 0.093 0.045
C -1.812 -0.037 0.175
N 2.464 0.584 1.269
N -1.435 -1.326 -0.286
N 3.404 -0.603 -0.505
N -3.030 0.657 -0.413
S 1.045 0.286 -1.052
S -0.355 1.333 -0.020
H -1.782 0.117 1.301
H 3.225 1.035 1.733
H 1.617 0.733 1.814
H -1.744 -1.492 -1.198
H -1.548 -2.076 0.344
H 4.243 -0.528 0.045
H 3.246 -1.252 -1.254
H -3.242 0.367 -1.441
H -2.885 1.659 -0.685
H -3.849 0.449 0.126

Cartesian forces (eV/Å) of the 2 atoms listed first:
C -1.63 -0.68 -0.38
C 2.58 0.60 1.81

The molar mass is 154.26 g/mol. The HOMO energy comes out at -17.2 eV. Its energy relative to the best compared isomer or geometry (same formula, charge and spin) is 179.6 kJ/mol. As for the charge: +2. The spin multiplicity is 1. Its structure (SMILES) is NC(=[NH2+])SS[C@H](N)[NH3+]. Its largest force on an atom is 3.8 eV Å⁻¹.

natural (NBO) analysis output, partial charges in e:
1 C 0.399
2 C 0.036
3 N -0.771
4 N -0.799
5 N -0.701
6 N -0.731
7 S 0.253
8 S 0.032
9 H 0.265
10 H 0.449
11 H 0.441
12 H 0.393
13 H 0.427
14 H 0.438
15 H 0.458
16 H 0.464
17 H 0.478
18 H 0.468



[4]
Entry from the Open Molecules 2025 dataset: 2 unconnected molecules or ions with the total composition C2H10N5P at a distorted geometry (the ωB97M-V functional and the def2-TZVPD basis).

Element x y z (Å)
C -2.108 0.138 0.096
C 2.047 -0.010 0.107
N -3.032 -0.768 -0.029
N -2.409 1.356 0.571
N 2.148 -1.283 0.339
N 3.132 0.752 0.231
N -0.841 -0.203 -0.143
P 0.449 0.980 -0.280
H -3.840 -0.681 0.562
H -2.665 -1.670 -0.260
H -3.317 1.745 0.721
H -1.841 2.145 0.289
H 3.000 -1.595 0.785
H 1.521 -1.901 -0.111
H 4.070 0.422 -0.004
H 3.232 1.729 0.344
H -0.572 -1.027 -0.610
H 1.026 -0.130 -2.607

Cartesian forces (eV/Å) of the 2 atoms listed first:
C -1.02 1.46 1.03
C -0.41 2.25 0.28

The molar mass is 135.11 g/mol. The HOMO energy (spin up / spin down) comes out at -18.5 / -17.3 eV. Its energy relative to the best compared isomer or geometry (same formula, charge and spin) is 263.8 kJ/mol. As for the charge: +2. The spin multiplicity is 1. Its largest force on an atom is 3.1 eV Å⁻¹.

natural (NBO) analysis output, partial charges in e:
1 C 0.686
2 C 0.262
3 N -0.693
4 N -0.753
5 N -0.702
6 N -0.733
7 N -0.873
8 P 0.815
9 H 0.448
10 H 0.420
11 H 0.451
12 H 0.425
13 H 0.448
14 H 0.423
15 H 0.443
16 H 0.448
17 H 0.429
18 H 0.056



[5]
Entry from the Open Molecules 2025 dataset: a gas-phase ion, C2H10N6O2 (charge +2) at a distorted geometry (the ωB97M-V functional and the def2-TZVPD basis).

Element x y z (Å)
C -0.760 -1.127 -0.995
C 0.528 1.173 0.792
N -0.128 -0.660 -2.066
N -0.608 2.047 0.895
N 1.496 1.743 1.673
N -0.334 2.813 1.852
N 0.142 -1.249 0.530
N 0.231 -0.163 1.384
O -0.065 0.746 -2.161
O 0.855 2.735 2.345
H -1.723 -0.580 -0.859
H -1.147 -2.270 -1.017
H 0.884 1.204 -0.183
H 0.859 -1.073 -2.362
H -0.174 1.041 -3.068
H 2.295 1.190 2.171
H -0.969 3.459 2.363
H -0.338 -2.108 0.826
H 1.049 -1.597 0.436
H -0.660 -0.087 1.938

Cartesian forces (eV/Å) of the 2 atoms listed first:
C -2.58 -2.87 0.32
C 0.52 -1.88 1.70

The molar mass is 150.14 g/mol. The HOMO energy (spin up / spin down) comes out at -17.6 / -17.6 eV. Its energy relative to the best compared isomer or geometry (same formula, charge and spin) is 503.6 kJ/mol. As for the charge: +2. The spin multiplicity is 1. Its structure (SMILES) is ONC[NH2+]N[C@H]1N=[NH+]ON1. Its largest force on an atom is 4.4 eV Å⁻¹.

natural (NBO) analysis output, partial charges in e:
1 C -0.089
2 C 0.138
3 N -0.293
4 N -0.056
5 N -0.309
6 N 0.135
7 N -0.441
8 N -0.444
9 O -0.583
10 O -0.032
11 H 0.270
12 H 0.265
13 H 0.259
14 H 0.409
15 H 0.519
16 H 0.483
17 H 0.497
18 H 0.450
19 H 0.417
20 H 0.403



[6]
Entry from the Open Molecules 2025 dataset: 3 unconnected molecules or ions with the total composition C2H10NO2 at a distorted geometry (the ωB97M-V functional and the def2-TZVPD basis).

Element x y z (Å)
C 0.988 0.534 -0.434
C 1.378 -0.045 -1.551
N 0.126 -0.155 0.520
H 1.203 1.554 -0.158
H 2.031 0.519 -2.203
H 1.136 -1.055 -1.848
H 0.674 -0.359 1.365
H -0.650 0.377 0.935
H -0.264 -1.081 0.255
H -1.665 -2.253 -1.450
H -0.834 -3.294 -0.656
O -0.922 -2.353 -0.842
H -1.612 2.402 2.426
H -0.496 2.925 1.495
O -0.876 2.125 1.880

Cartesian forces (eV/Å) of the 2 atoms listed first:
C -0.55 -0.12 -0.71
C 0.35 0.31 0.11

The molar mass is 80.11 g/mol. The HOMO energy comes out at -15.0 eV. Its energy relative to the best compared isomer or geometry (same formula, charge and spin) is 39.8 kJ/mol. As for the charge: +1. The spin multiplicity is 1. Its largest force on an atom is 2.1 eV Å⁻¹.

natural (NBO) analysis output, partial charges in e:
1 C -0.075
2 C -0.325
3 N -0.726
4 H 0.227
5 H 0.240
6 H 0.234
7 H 0.432
8 H 0.471
9 H 0.472
10 H 0.507
11 H 0.506
12 O -0.978
13 H 0.503
14 H 0.494
15 O -0.981